Here is a structure of composition C30H45NO3P2STi from OMol25. Energies are from ωB97M-V/def2-TZVPD.

As for the HOMO-LUMO gap (alpha / beta): 6.23 / 6.08 eV. As for the HOMO energy (alpha / beta): -9.4383 / -9.3478 eV. As for the energy above the lowest of the compared OMol25 structures with the same formula, charge and spin: 4.510 eV.

```
! wB97M-V def2-TZVPD RIJCOSX def2/J DEFGRID3
* xyz 1 2
Ti 0.09387 -0.59978 -1.21831
S -2.08983 -1.06048 1.95605
P 2.33217 -0.44993 -2.25829
P -3.35493 2.02581 0.03619
O 1.25007 -1.75341 0.41428
O -3.28100 -1.63083 1.35585
O -2.17461 0.27122 2.52134
N -0.84829 -1.11033 0.79323
C -0.78309 3.06825 1.98590
C -1.83751 0.46650 -2.27445
C 3.58247 0.77974 0.60089
C 1.28561 2.79851 -0.36792
C 2.00772 0.69339 2.61585
C 0.59268 -3.72565 4.44721
C -0.16323 -2.13562 -2.30099
C 1.00767 -1.57711 -3.13440
C 0.01288 -2.50122 2.45795
C -3.28715 3.32891 -1.24459
C 0.58391 -0.89860 -4.46437
C -2.03715 0.73631 -0.73781
C 0.91061 -3.31984 3.14965
C 0.82985 1.36110 3.02817
C -2.46472 -0.90095 -2.75068
C -0.57557 -3.24687 5.08750
C 3.61366 -1.66041 -1.79343
C -1.19318 -2.11585 3.04879
C -1.58836 -2.19125 -2.78495
C 2.34548 1.14012 1.31556
C -0.44036 0.68424 -2.73933
C 0.24358 1.32063 4.37356
C 0.22027 -1.82408 1.18157
C -0.25045 0.35878 -4.24619
C -1.46807 -2.42007 4.38320
C 2.78211 -0.25398 3.43110
C 0.39409 2.18239 1.95939
C -4.81608 0.98793 -0.37470
C 3.13929 0.71751 -3.37408
C 1.33357 2.04881 0.89859
H -3.36009 -1.10181 -2.13521
H -1.06692 0.99627 -0.20814
H -2.35592 -2.00748 4.87915
H -4.14597 3.25416 -1.91829
H -0.87554 3.65693 1.06301
H -0.84881 1.27353 4.32474
H 2.53383 1.62125 -3.51742
H 3.41787 -2.60191 -2.32005
H -4.84437 0.15791 0.34446
H 1.69942 -2.40658 -3.33412
H 1.25309 -4.40087 4.98626
H 4.60285 -1.27342 -2.07551
H -2.42846 1.26843 -2.76497
H 4.46764 1.28294 1.02893
H -1.65149 -2.61881 -3.79491
H -5.71770 1.59929 -0.26524
H 3.76694 -0.30039 0.65894
H 3.24059 0.25449 4.29407
H 3.53180 1.05937 -0.45932
H 0.18335 1.24210 -4.75181
H 1.82273 -3.62736 2.63616
H 4.08439 1.02041 -2.90335
H -2.87085 -0.71477 -3.75654
H -0.73138 3.77499 2.83190
H 0.59394 0.43774 4.91540
H 2.24983 2.77647 -0.88442
H -3.33553 4.28617 -0.69486
H -2.44251 -0.19132 -0.31688
H -1.23681 0.25512 -4.73516
H 0.53700 2.20895 4.95479
H -1.70618 2.48100 2.11836
H 3.34066 0.24120 -4.33938
H 1.48161 -0.63623 -5.03897
H 2.14733 -1.06614 3.81611
H -0.77137 -3.53267 6.12452
H 1.00951 3.84903 -0.19972
H 0.52749 2.38685 -1.05217
H 0.01268 -1.60543 -5.08332
H -2.11930 -2.94457 -2.17258
H -4.76388 0.57722 -1.38697
H 3.58342 -0.71423 2.84064
H 0.11944 -2.96447 -1.63260
H 3.55889 -1.85008 -0.71481
H -0.06382 1.69719 -2.54235
H -2.33737 3.30563 -1.79569
*
```

Here is a structure of composition C30H45NO4P2Sn from OMol25. Energies are from ωB97M-V/def2-TZVPD.

As for the HOMO-LUMO gap (alpha / beta): 5.88 / 5.89 eV. As for the HOMO energy (alpha / beta): -13.8292 / -13.8407 eV. As for the energy above the lowest of the compared OMol25 structures with the same formula, charge and spin: 0.000 eV.

```
! wB97M-V def2-TZVPD RIJCOSX def2/J DEFGRID3
* xyz 2 1
Sn 2.93175 1.81334 -1.10859
P 0.47068 2.00873 -3.86047
P 3.00163 0.28424 -3.71267
O 4.59556 0.55115 1.11038
O 3.47071 2.53175 0.82059
O 2.33698 1.77006 7.82827
O 0.46315 2.26680 6.76260
N 1.65400 1.82169 6.79616
C 2.05830 -1.28746 -4.06809
C -3.91229 0.71319 -0.18443
C 3.91221 1.48752 1.55803
C -1.05310 -0.91049 3.35266
C -3.57287 -0.98161 2.80935
C 3.33360 1.44236 2.95085
C -0.60622 0.79988 -4.78746
C 1.54378 -1.39437 3.20043
C -2.54456 -1.44144 -2.24598
C 2.04422 1.55194 -4.70623
C 4.18483 0.04596 -5.10744
C 2.20232 1.46965 5.53478
C 0.12042 -1.51779 2.79046
C -2.16160 -1.35801 2.59291
C 0.59781 -3.25326 0.96006
C -1.59595 1.23149 -1.03553
C 0.05079 3.44321 -4.94972
C 3.43216 0.79668 5.30922
C -1.70017 -2.28905 1.61420
C 1.46658 1.87573 4.42026
C -0.75438 -0.06305 -1.04586
C -3.64681 -0.49638 -2.51448
C -0.29284 -2.35868 1.72934
C -1.26491 -1.18641 -1.88960
C -2.53069 -3.03230 0.65229
C -2.63653 1.06253 0.02890
C 3.96802 0.74436 4.01714
C -1.18562 -0.01288 4.52471
C 1.98985 1.84125 3.14700
C -4.50059 -0.14173 -1.25675
H -5.37348 0.38965 -1.64947
H 3.68937 0.16564 -6.08511
H -0.74105 -0.40176 0.01768
H -0.48545 -0.23087 -4.42317
H -0.40016 -0.17247 5.27994
H -4.87287 -1.07004 -0.77981
H -2.07255 1.42963 -2.00287
H 4.97497 0.79896 -5.02580
H 1.42449 -1.57694 -3.21738
H -4.32361 -1.05627 -3.18633
H 1.65315 -3.00892 1.14301
H 0.42224 2.14336 4.53477
H -2.80409 -2.46901 -2.56811
H -4.14710 -1.80951 3.26364
H -2.08443 -4.02154 0.49446
H 2.13550 -0.95952 2.35666
H 0.30074 0.16813 -1.27920
H -0.09561 3.11914 -5.99184
H 1.86289 1.20944 -5.74379
H -0.87496 3.89088 -4.56215
H -4.03888 -0.71122 1.84796
H -3.67449 -0.10922 3.47111
H -4.65799 1.02928 0.56346
H -0.98108 2.09686 -0.71878
H -0.52884 -1.96550 -2.19129
H -2.58112 -2.51200 -0.30715
H 4.66687 -0.93742 -5.08461
H 2.80383 -2.09385 -4.19984
H 0.85281 4.19226 -4.91021
H 1.29878 2.16050 2.36848
H 1.44199 -1.24304 -4.98295
H 3.84426 0.19748 6.10726
H -0.36641 0.83091 -5.86494
H -3.55641 -3.12756 1.03364
H 0.44936 -4.30686 1.24698
H 4.88185 0.18441 3.77899
H -3.34745 0.39003 -3.10137
H -2.30765 1.40323 1.02996
H -2.14779 -0.15060 5.03482
H 1.98473 -2.37239 3.47564
H 1.62094 -0.73463 4.08163
H 0.41554 -3.17511 -0.12003
H -1.65846 1.08825 -4.63461
H -1.14416 1.04383 4.21308
H 2.67149 2.45570 -4.74961
*
```

Calculated values (eV Å⁻¹) of F_max for the records, taken in order: 3.63, 3.96.